The following is a DFT calculation (ωB97M-V with the def2-TZVPD basis set) of one molecule with the formula C7H14S in a non-equilibrium geometry.

Structure (XYZ):
```
22
Properties=species:S:1:pos:R:3:forces:R:3:nbo_charge:R:1
C 2.280 1.139 -0.338 0.0165 -1.0693 -2.6992 -0.633
C 0.758 0.659 0.104 4.5968 1.7055 0.3563 -0.208
C -0.446 1.383 -0.421 -2.0812 2.7403 1.0910 -0.427
C -1.066 -0.100 -0.774 -2.0290 2.6080 -3.0127 -0.183
C -2.539 -0.474 -0.412 0.2550 2.1070 3.7368 -0.618
C 0.231 -0.795 -0.167 -2.1771 4.0250 4.1625 -0.328
C 0.074 -1.257 1.319 -2.4188 -1.1080 1.4119 -0.611
S 0.997 -2.067 -0.861 4.5599 -3.3186 -1.5788 0.079
H 2.482 2.129 0.033 -0.1265 0.3579 0.4859 0.210
H 2.457 1.275 -1.508 -0.9671 -0.4316 2.1514 0.206
H 3.208 0.503 -0.103 -1.8012 0.4456 0.3140 0.220
H 0.763 0.923 1.213 0.2389 -0.9853 -1.3387 0.212
H -0.450 2.253 -1.205 0.5350 -2.3557 0.5877 0.229
H -0.848 2.170 0.495 0.2584 -2.7977 -2.0751 0.194
H -1.272 0.067 -2.043 1.6550 -1.3261 3.3379 0.238
H -2.845 -0.311 0.804 1.1558 -0.3360 -3.1248 0.187
H -3.218 0.264 -0.934 0.5594 -1.4364 0.2696 0.228
H -2.648 -1.531 -0.543 -0.7002 -0.4525 -0.6765 0.223
H -0.402 -2.388 1.428 1.3742 2.9465 -0.1725 0.219
H 1.034 -1.116 1.918 -1.0080 -0.6216 -1.1097 0.221
H -0.619 -0.511 1.787 0.2256 -0.8947 0.0202 0.207
H 2.067 -2.216 0.206 -2.1216 0.1979 -2.1373 0.137
```
Forces are in eV/Å.

Computed properties:
Energy above the lowest of the compared OMol25 structures with the same formula, charge and spin ... 493.7 kJ/mol
E_LUMO ... 0.75 eV
Energy ... -673.10839 a.u.
Net charge ... 0